This record from the OMol25 dataset describes a cluster of 2 separate species, C2H5N in total in a non-equilibrium geometry. The level of theory is wB97M-V/def2-TZVPD.

LUMO energy in eV: 1.2
Energy in eV: -3642.910
Charge: 0
Spin multiplicity: 1
ΔE to the lowest compared entry with this formula, charge and spin in kJ/mol: 154.8
Orbital gap in eV: 12.8089
HOMO energy in eV: -11.6532

Last column: Mulliken charge in e.
Geometry (Å):
C 1.0487 -0.5923 -0.5609  -0.767
H 0.2861 -0.3175 0.0892  0.003
H -2.3446 1.3267 0.0830  0.301
H 1.6700 -0.1415 0.1075  0.341
H 1.1376 -1.6477 -0.7560  0.241
H 1.1249 0.0041 -1.4735  0.259
C -1.0565 0.5216 1.6708  -0.198
N -1.8661 0.8467 0.8398  -0.181



This record from the OMol25 dataset describes an isolated molecule of C5H6BrFN2 in a non-equilibrium geometry. The level of theory is wB97M-V/def2-TZVPD.

LUMO energy in eV: 0.4
Energy in eV: -81019.527
SMILES string: N[C@@]1(F)C=CC=CN1Br
Charge: 0
Spin multiplicity: 1
ΔE to the lowest compared entry with this formula, charge and spin in kJ/mol: 103.9
Orbital gap in eV: 8.4519
HOMO energy in eV: -8.0464

Last column: Mulliken charge in e.
Geometry (Å):
C 0.5267 -0.6084 0.6863  -0.968
F -1.2797 -1.6500 1.5287  -0.310
C -0.9045 -0.7609 0.5416  0.911
H 0.6350 2.5675 -0.0125  0.495
H -0.6498 -1.0693 -1.6134  0.244
N -1.7072 0.4040 0.4690  -0.171
Br -3.4723 0.2018 0.2205  0.030
C -1.1087 1.6406 0.2166  -0.175
N -1.1997 -1.6285 -0.9608  -0.653
H -1.8793 2.3259 0.0496  0.427
H -0.7664 -2.5386 -0.9219  0.245
C 0.2564 1.6748 0.2056  -0.794
H 2.2126 0.5928 0.5898  0.338
H 1.1731 -1.4030 0.9453  0.371
C 1.0931 0.5679 0.5376  0.012



This record from the OMol25 dataset describes an isolated molecule of C2H6N2O in a non-equilibrium geometry. The level of theory is wB97M-V/def2-TZVPD.

LUMO energy in eV: 1.1
Energy in eV: -7195.483
SMILES string: NN[C@@H]1CO1
Charge: 0
Spin multiplicity: 1
ΔE to the lowest compared entry with this formula, charge and spin in kJ/mol: 415.3
Orbital gap in eV: 9.7571
HOMO energy in eV: -8.6706

Last column: Mulliken charge in e.
Geometry (Å):
H 0.0454 -0.6825 1.4827  0.239
O 1.5792 -0.3326 -0.4719  -0.430
C 0.5802 -0.9664 -1.3366  -0.346
C 0.2614 0.0793 -0.4194  0.042
H 0.5263 -1.9848 -0.9175  0.209
H 0.0092 1.0928 -0.6854  0.369
H -0.3628 1.5449 1.8104  0.250
H -1.7399 1.1924 0.5888  0.308
N -0.5923 -0.1609 0.8765  -0.377
N -1.1683 0.9918 1.4454  -0.499
H 0.8616 -0.7741 -2.3731  0.235



This record from the OMol25 dataset describes a structure of composition C15H26N7NaO2PS in a non-equilibrium geometry. The level of theory is wB97M-V/def2-TZVPD.

LUMO energy in eV: -2.6
Energy in eV: -55040.130
Charge: +1
Spin multiplicity: 1
Orbital gap in eV: 6.7017
HOMO energy in eV: -9.3080

Last column: Mulliken charge in e.
Geometry (Å):
H -0.6383 -6.0235 2.3329  0.197
H 0.8504 2.0353 1.5848  0.316
H -1.2028 -2.9223 -0.4575  0.332
O 0.8746 -0.3251 -1.4765  -0.947
H 2.7049 -2.8603 0.2935  -0.120
C -1.9695 0.6262 1.5616  0.115
C -0.0865 5.6016 -0.1978  -0.517
H -0.5719 2.5403 2.4736  0.494
C -4.5171 -1.9120 1.1444  -0.909
H 1.4163 2.9064 -1.8844  0.247
C -4.0459 -0.7470 1.7413  -0.713
N 1.5605 2.0064 -2.3531  -0.132
H 0.4641 4.8036 1.7101  0.429
H -1.4709 2.0851 -0.9487  0.520
C 3.1818 -0.8918 -0.0642  -0.751
C -3.4834 -2.3442 0.3087  -0.429
H 2.5485 -0.7480 0.8087  0.252
H -1.1643 -5.2038 0.3102  0.272
C -1.1549 4.0767 -1.7085  -0.677
H 3.2445 1.7971 -1.1123  0.375
P 2.3636 -0.4500 -1.6612  1.085
H 4.3604 -2.5939 0.2984  0.366
H -4.5626 -0.1115 2.4424  0.439
C 0.2242 -4.3371 1.5112  0.787
C -0.2314 2.1944 1.4887  -1.637
C -0.4286 3.3010 0.4675  1.003
N -0.8142 0.9403 1.0807  -0.181
N 0.0134 -5.2664 2.4526  -0.431
N -2.4102 -1.5372 0.3498  -0.534
S 1.2409 -3.0153 1.8415  -0.605
C -2.7567 -0.5326 1.2401  -0.098
H -3.4955 -3.2155 -0.3347  0.451
C 2.8334 1.3100 -1.9950  -0.826
H 3.5351 -2.5557 -1.1808  0.441
C -0.6651 5.3470 -1.4353  -0.475
Na -0.3474 -0.9089 0.0191  1.260
H 3.5408 1.3909 -2.8165  0.407
N 3.4899 -2.3403 -0.1682  -0.078
H -5.4767 -2.3803 1.2788  0.430
H 0.2690 6.5951 0.0380  0.405
H -0.3814 -3.8973 -1.5497  0.263
O 2.9911 -1.3890 -2.6298  -0.837
H -2.4498 1.2928 2.2877  0.310
C 0.0213 4.5902 0.7442  -0.525
H -0.7650 6.1397 -2.1637  0.422
H 0.8056 1.3618 -2.0442  0.290
H 4.1128 -0.3410 0.0623  0.477
C -1.0372 3.0615 -0.7621  -0.517
H 1.4698 2.1502 -3.3603  0.389
N -0.3766 -3.5131 -0.6139  -0.276
N -0.4010 -4.5356 0.3403  -0.210
H -1.6606 3.8834 -2.6466  0.446
H 0.4485 -5.1380 3.3519  0.206



This record from the OMol25 dataset describes a cluster of 10 separate species, C60H150N10 in total in a non-equilibrium geometry. The level of theory is wB97M-V/def2-TZVPD.

LUMO energy in eV: 0.7
Energy in eV: -79546.867
SMILES string: CCN(CC)CC.CCN(CC)CC.CCN(CC)CC.CCN(CC)CC.CCN(CC)CC.CCN(CC)CC.CCN(CC)CC.CCN(CC)CC.CCN(CC)CC.CCN(CC)CC
Charge: 0
Spin multiplicity: 1
ΔE to the lowest compared entry with this formula, charge and spin in kJ/mol: 466.3
Orbital gap in eV: 8.5675
HOMO energy in eV: -7.8721

Last column: Mulliken charge in e.
Geometry (Å):
H -30.6267 -2.2699 -8.3487  0.312
C -24.7144 0.0833 -2.9475  -1.473
C -31.1717 1.2860 -11.0591  1.369
H -34.2034 -5.1152 -8.6996  0.808
H -28.9950 -5.3794 -3.0313  0.422
C -29.1138 -1.1446 -1.8322  -0.793
H -35.5380 -2.8455 -9.9945  0.216
H -22.4321 -3.0299 -5.1181  0.497
H -31.0988 -2.1698 -1.5575  0.465
H -23.6223 -8.5886 -8.4332  0.363
H -28.2487 -1.2716 -2.4248  0.128
C -35.4265 -3.1817 -11.0005  -0.944
H -19.3888 -0.2449 -12.1857  0.275
H -32.1695 -6.4521 -9.4361  0.452
H -30.6285 2.4763 -13.4100  0.197
C -30.5032 3.4979 -12.8783  -0.315
H -26.3128 -1.7483 -10.6891  -1.012
H -23.8471 -0.8858 -4.6656  0.051
H -24.0069 -2.7614 -5.9880  -0.567
H -22.9856 -9.0015 -6.8477  0.339
C -26.4226 -2.8747 -7.3737  1.269
H -29.8844 -6.5780 -10.4304  0.273
C -24.2058 -3.6155 -3.9816  -0.136
N -24.6797 -7.8049 -6.8930  1.030
H -35.3510 -5.1569 -12.0177  0.369
C -26.1147 -8.9460 -8.6234  -1.131
H -34.7366 -2.5385 -11.5427  0.219
H -27.0223 -7.9674 -13.4520  0.366
H -23.3090 -4.4225 -5.6891  -0.169
H -25.4613 -2.4287 -7.3126  -0.409
H -31.7333 5.3003 -12.5091  0.302
C -18.6983 -1.0900 -12.0154  -1.181
H -30.3852 0.5961 -11.3207  -0.540
H -28.6587 -0.2428 -14.2477  0.157
H -24.6832 -7.9553 -13.0200  0.510
N -33.7162 -5.0558 -10.6646  0.125
H -30.1468 -1.4687 -4.8673  0.062
H -24.9280 -3.1399 -12.2457  0.348
C -35.0896 -4.7020 -11.0090  -0.772
C -25.8283 -6.6959 -4.9798  -0.329
H -25.3510 -9.5399 -9.2099  0.334
H -18.5555 -1.6596 -12.9453  0.403
H -17.6713 -0.7338 -11.7660  0.304
H -33.2962 3.0181 -5.9705  0.265
C -30.2801 2.3125 -6.5990  -1.961
H -25.3490 -9.2771 -12.2580  0.499
H -27.8404 -4.2345 -2.1978  0.341
H -23.8093 0.6592 -2.8498  0.467
C -30.4944 2.5822 -10.6462  -1.095
H -23.7183 -6.7126 -5.4116  0.273
H -23.3160 -2.7635 -0.3481  0.355
H -21.9732 -0.8831 -9.0588  0.444
C -25.7726 -8.7510 -7.1983  -0.635
H -26.2664 -5.9813 -14.9004  0.382
H -29.0130 -3.6820 -4.8825  0.174
H -19.7209 -3.0020 -8.3716  0.200
H -32.6516 -3.4783 -11.5702  -0.109
C -23.4454 -3.4053 -5.2878  0.215
C -33.4287 -4.7375 -9.2705  -0.229
H -28.4881 -1.9568 -10.8611  -0.725
C -22.5556 -6.9680 -7.6395  -1.103
C -27.2008 -1.7868 -13.8771  -0.794
H -28.7953 -0.9684 -0.8079  0.409
H -24.2009 -1.9777 -11.2105  0.400
C -18.2280 -0.8028 -9.1188  -0.580
C -31.8308 4.2154 -12.7725  -1.366
H -25.7437 -6.4789 -3.8912  0.507
H -33.9752 -1.8046 -8.5023  0.362
C -28.2677 -4.5820 -3.1724  -1.372
H -25.4406 -1.4536 -4.1913  -0.247
C -33.7951 -0.7482 -8.7394  -1.409
H -36.3686 -3.0794 -11.5500  0.466
H -29.7978 4.0250 -13.5215  0.539
H -34.6879 -0.1287 -8.9678  0.337
H -26.1733 -7.9707 -9.1274  0.135
C -28.5436 -1.7205 -11.8852  0.961
C -27.2531 -0.6429 -7.7047  0.721
H -21.7221 -3.3067 -0.7214  0.382
H -30.6888 3.1746 -6.1630  0.432
H -20.0362 -2.6499 -11.2609  0.391
H -31.6602 0.8602 -10.1952  -0.815
H -26.2301 -2.1302 -14.2780  0.603
C -22.7317 -2.4337 -2.4060  -0.374
H -26.0849 -4.2119 -14.6739  0.404
H -32.1416 -5.9002 -7.6849  0.330
H -31.8838 1.4084 -5.5823  0.411
H -17.4840 -0.6630 -9.8762  0.480
H -28.5913 -0.6291 -11.9535  -0.385
C -29.7889 -1.6335 -8.4122  -0.303
H -32.9500 -6.3308 -12.7359  0.385
H -31.8718 -5.1362 -13.4235  0.434
H -26.0655 -4.1668 -9.0241  0.042
H -17.8031 -1.6202 -8.4302  0.258
H -26.2126 -0.3681 -11.6291  -0.360
H -26.0712 -4.4830 -12.3144  -1.756
H -25.0626 -5.7955 -12.9287  0.563
H -23.1882 -6.0792 -7.8081  0.053
H -31.8271 1.4684 -11.8971  0.550
C -22.7447 -3.2353 -1.0810  -1.293
H -18.3742 -2.7742 -10.6938  0.299
N -32.2517 1.0322 -7.7066  1.313
H -25.9179 -5.6709 -5.4253  -0.440
C -30.8202 -2.1139 -4.3383  -0.400
H -27.6294 -5.0295 -14.3260  0.134
H -28.2988 -4.8879 -12.0592  -1.356
H -21.9232 -2.6999 -3.1576  0.240
H -17.9202 0.7162 -7.5957  0.344
C -23.4355 -8.2261 -7.4682  -0.630
H -33.1690 -0.7431 -9.6031  0.222
C -25.8749 -0.0639 -7.9535  -1.160
H -23.8288 -4.4668 -3.5033  0.460
C -33.0689 2.1889 -7.9476  -0.950
C -25.3235 -8.2087 -12.2098  -1.845
H -27.5673 -0.5482 -6.6444  0.089
H -19.9573 -1.2708 -7.7399  0.383
H -21.9651 -6.8153 -6.7195  0.294
H -30.7619 -3.5414 -5.9843  0.010
H -26.7264 -2.8661 -6.3241  -0.157
N -19.4879 -1.2699 -9.6412  0.188
H -33.2609 -3.6569 -9.1475  -0.164
N -30.1086 -2.9408 -3.3241  0.123
H -27.2177 -0.3232 -15.3954  0.506
H -27.0782 -9.5000 -8.6056  0.448
H -29.8815 -0.9045 -7.6305  0.043
C -32.7412 -4.5866 -11.5773  1.085
H -32.2439 4.2074 -13.7596  0.422
H -26.7613 -7.2053 -5.2450  0.312
H -34.7019 3.3636 -7.0017  0.446
H -29.8853 -2.3302 -13.5713  0.461
H -27.3852 -8.3573 -11.7596  0.445
H -27.0854 0.4401 -13.8253  0.154
H -31.5834 -1.4896 -3.8527  0.572
C -24.4614 -1.2179 -3.7531  0.365
H -30.7753 0.2672 -6.4129  -1.423
C -20.2198 -1.9821 -8.5734  -0.952
H -29.7437 -3.0908 -1.2189  0.393
H -34.6102 1.8200 -6.2879  0.292
H -22.3536 -2.3375 -8.0754  0.142
H -31.2030 -5.0323 -8.9618  -0.039
C -26.7605 -7.7314 -12.4020  -0.472
H -25.6816 -0.0845 -9.0397  -0.036
C -34.0048 2.6054 -6.7086  -1.356
H -32.1917 -0.8697 -7.3162  -1.674
H -32.5077 3.7891 -12.0318  0.248
H -25.6020 -4.9115 -7.4426  -0.558
C -30.0784 -2.3369 -1.9314  -0.727
C -31.4696 -3.0190 -5.3815  -0.749
H -26.6358 1.8912 -11.2712  0.529
C -26.1883 -1.4955 -11.7056  1.703
H -27.8782 -2.4418 -14.4799  0.322
H -25.2761 -3.7609 -4.2085  -0.580
H -30.7052 -2.1964 -12.1275  0.198
H -25.1237 -0.6329 -7.4949  0.127
H -23.2785 -4.2123 -1.1693  0.254
C -32.1905 -5.5427 -8.7929  -1.116
H -27.2321 -4.6967 -7.9184  0.492
N -24.0671 -2.4169 -3.0677  0.356
C -28.6587 -2.5200 -7.8805  0.494
C -19.1854 -2.0530 -10.8969  -0.443
H -21.8193 -7.0011 -8.4273  0.500
H -35.7792 -5.2708 -10.3660  0.448
H -29.8800 2.5255 -7.5708  0.227
C -26.1001 -5.3751 -12.8414  1.201
N -27.2762 -2.1239 -12.4492  1.238
C -31.3239 1.1860 -6.5738  1.289
N -26.9121 -6.3606 -12.0609  0.791
H -29.8237 2.3994 -9.8313  -0.221
H -25.8427 0.9822 -7.6445  0.559
H -27.4690 3.0814 -10.1696  0.362
H -26.7265 -8.4283 -6.8242  0.298
H -28.0924 -2.5473 -3.9106  -0.273
H -28.3166 -7.0314 -9.8756  -0.002
H -29.5322 2.0009 -5.9193  0.567
H -28.6298 1.7430 -12.6972  0.108
H -24.3799 -8.2934 -4.7933  0.272
H -28.9322 -6.4593 -12.5761  0.132
H -28.6285 -5.2886 -9.8864  -0.551
N -27.3049 -2.0138 -8.1234  1.011
C -33.0014 -0.2120 -7.5491  1.309
H -31.2302 3.3116 -10.3171  0.525
C -27.6082 2.2002 -10.8385  -0.584
H -32.0659 -3.7623 -4.9010  0.505
H -18.6059 1.3756 -9.1652  0.308
H -27.8728 3.2869 -12.5937  0.563
C -28.4814 2.6335 -11.9872  -0.469
H -22.0242 -2.4273 -9.7842  0.158
H -31.7830 -4.9609 -11.1692  -0.400
H -33.6907 2.0859 -8.8421  0.513
H -32.1738 -2.4224 -6.0171  0.015
C -28.8184 -6.2119 -10.4504  0.249
H -24.4124 -1.7605 -12.9765  0.321
H -29.5776 -0.2362 -2.1973  0.260
N -29.7473 3.2740 -11.6202  0.159
C -27.5597 -0.4034 -14.3642  -1.307
C -24.8637 -2.1009 -12.0281  -1.662
H -33.6394 -0.2334 -6.5931  0.479
H -24.8241 -7.9615 -11.3005  0.381
C -24.5968 -7.4091 -5.4794  -0.961
H -28.0638 -0.1040 -8.3460  -0.585
H -25.6268 -9.7049 -6.7641  0.187
H -29.6286 -3.5627 -12.3596  -0.110
C -32.8015 -5.2447 -12.9411  -1.876
H -28.8110 -2.6402 -6.7931  -0.208
H -25.1897 -0.1712 -1.9671  0.265
H -25.5113 0.5287 -3.5712  0.410
C -28.8577 -3.3712 -3.8869  0.558
H -22.5180 -1.4294 -2.1568  0.505
H -33.5217 -4.8687 -13.6154  0.434
H -27.4040 -4.9673 -3.7345  -0.053
H -29.6686 -1.2388 -9.3934  -0.866
C -26.2982 -4.2342 -7.9558  -0.757
C -21.7347 -1.9263 -8.8245  -0.595
H -28.7889 -3.4883 -8.3239  -0.127
C -28.2870 -5.9786 -11.8195  0.408
C -18.5981 0.5329 -8.4085  -1.080
H -28.0819 1.3711 -10.3526  -0.484
H -32.3707 3.0106 -8.1751  0.385
C -26.5467 -5.1039 -14.2773  -1.186
C -29.6893 -2.4438 -12.4875  -0.937
H -19.6856 0.5048 -8.0363  0.263



This record from the OMol25 dataset describes a structure of composition C19H24O6STi in a non-equilibrium geometry. The level of theory is wB97M-V/def2-TZVPD.

LUMO energy (alpha / beta) in eV: 2.4 / 2.4
Energy in eV: -66330.753
Charge: -1
Spin multiplicity: 2
ΔE to the lowest compared entry with this formula, charge and spin in kJ/mol: 62.2
Orbital gap (alpha / beta) in eV: 5.2137 / 5.3230
HOMO energy (alpha / beta) in eV: -2.7732 / -2.8827

Last column: Mulliken charge in e.
Geometry (Å):
H -2.8418 -3.2380 -2.3246  0.437
H -3.2304 2.5925 0.2367  0.355
H 0.1661 1.1516 2.4120  0.364
H -0.4380 -4.5260 0.2839  0.409
C 1.3968 -0.9714 1.4203  -1.004
O 1.9654 0.1334 -1.4795  -0.561
H 1.8343 3.0732 -1.6590  0.201
H 0.4661 -2.4115 -1.9791  0.333
H -1.2593 -3.2864 -3.1323  0.455
H 2.4875 -0.8550 1.4796  0.196
H -0.0119 2.0853 -4.3524  0.499
Ti 0.3491 -0.3948 -0.0727  0.504
C -1.9855 -2.1804 0.0484  0.180
C -0.2526 1.6399 1.5489  -0.391
C 1.0184 3.7269 -1.3501  -1.490
H -2.3028 1.2924 2.1050  0.371
H 1.4679 4.5868 -0.8448  0.455
O 1.3144 -1.1493 -3.4680  -0.789
O -1.5341 -1.0139 0.3485  -0.377
C -1.0619 -4.4349 -0.6051  -1.894
H 0.9380 3.7885 -5.8819  0.288
C 2.9756 3.2481 -5.4804  1.010
H -1.9389 -1.7349 -2.6045  0.293
C 0.0660 3.0140 -0.4330  1.129
C 3.8045 2.3910 -4.7590  -0.700
C 1.9018 1.3282 -3.7816  -0.364
C 1.6011 3.1268 -5.3368  -0.735
C -1.1740 -2.9743 -0.9999  2.136
C 1.0586 2.1670 -4.4841  -0.255
H 3.9331 0.7755 -3.3503  0.446
H -2.0512 -4.8347 -0.3892  0.368
C 3.2783 1.4273 -3.9134  -0.596
O -0.1828 0.5016 -2.4337  -0.424
H 0.5171 4.0912 -2.2475  0.299
H 1.6635 2.1377 0.7117  0.279
H 4.0200 3.7992 -7.2796  0.306
H 2.8171 4.9784 -6.7611  0.341
C 0.5879 2.2166 0.6026  -0.438
C 3.5717 4.2771 -6.4058  -1.437
H -1.7142 3.7265 -1.3676  0.293
H 4.3554 4.8504 -5.9080  0.339
O 0.1649 -2.4207 -1.0565  -0.786
S 1.1854 0.0878 -2.7266  1.861
H -0.6011 -5.0082 -1.4139  0.381
C -2.1573 2.5138 0.3591  -0.630
C -1.6400 1.7869 1.4082  -0.317
C -1.3015 3.1433 -0.5512  -0.440
C -1.8471 -2.7924 -2.3529  -1.782
H 1.0095 -1.4781 2.3123  0.273
H 4.8809 2.4812 -4.8568  0.355
O -3.0245 -2.6717 0.4669  -0.744